Density functional theory data (ωB97M-V/def2-TZVPD) for a structure of composition C7H16NOSi in a non-equilibrium geometry.

Properties
- largest force on an atom (eV/A) = 6.37
- charge = +1
- spin multiplicity = 1
- relative energy (zero: lowest compared OMol25 entry of this formula, charge and spin) (kJ/mol) = 89.3

Geometry (Å):
C: 2.59 0.14 -0.02
C: 0.16 1.14 0.08
C: -0.74 -1.51 0.38
C: 1.21 -0.35 -0.49
C: 3.28 1.08 -0.85
C: -2.50 0.39 -1.34
C: -2.60 0.11 1.81
N: 0.71 -1.46 0.37
O: 3.00 -0.34 0.98
Si: -1.54 0.12 0.25
H: 0.54 1.36 1.05
H: 0.47 1.93 -0.59
H: -1.13 -2.23 -0.43
H: -1.01 -1.99 1.35
H: 1.05 -0.43 -1.55
H: 4.28 0.76 -1.23
H: 3.30 2.08 -0.47
H: 2.68 1.22 -1.89
H: -1.82 -0.03 -2.05
H: -3.35 -0.06 -1.55
H: -2.54 1.52 -1.64
H: -3.02 -0.91 1.84
H: -1.89 0.18 2.60
H: -3.36 0.95 1.84
H: 1.15 -1.22 1.29
H: 1.07 -2.44 0.25

These are the Mulliken partial charges, in e, on atoms 1 to 2: 1.0300, -0.8811



Density functional theory data (ωB97M-V/def2-TZVPD) for a cluster of 3 separate species, C23H44ClF3N3O10S2 in total in a non-equilibrium geometry.

Properties
- largest force on an atom (eV/A) = 3.77
- charge = +1
- spin multiplicity = 1

Geometry (Å):
C: -1.22 6.02 3.34
C: -0.20 4.98 2.87
C: -0.42 4.53 1.41
N: -1.70 3.84 1.19
C: -1.56 2.37 1.25
N: -1.26 2.01 2.65
C: -1.91 0.77 3.03
C: -2.09 -0.24 1.85
C: -2.43 -1.58 2.48
F: -1.35 -1.94 3.18
F: -3.41 -1.54 3.36
F: -2.66 -2.61 1.67
N: -3.01 0.28 0.76
C: -2.43 -0.40 -0.50
C: -1.36 0.38 -1.28
C: -0.91 -0.54 -2.47
C: 0.50 -1.10 -2.23
S: 1.68 0.19 -2.68
O: 1.73 1.13 -1.61
O: 1.33 0.78 -3.92
Cl: 3.52 -0.69 -2.82
C: -4.42 -0.27 0.84
C: -5.51 0.33 -0.07
C: -5.15 1.09 -1.35
O: -5.57 2.46 -1.19
C: -4.98 3.27 -2.14
C: -5.03 2.94 -3.63
O: -4.40 4.21 -1.81
C: -2.91 1.79 0.72
S: -4.24 2.65 1.68
H: -2.23 5.63 3.50
H: -0.88 6.38 4.32
H: -1.23 6.92 2.71
H: 0.78 5.46 2.88
H: -0.19 4.14 3.57
H: 0.44 3.97 1.01
H: -0.47 5.46 0.83
H: -2.08 4.04 0.26
H: -0.68 2.15 0.63
H: -0.25 1.86 2.73
H: -2.91 0.92 3.45
H: -1.33 0.33 3.85
H: -1.09 -0.31 1.42
H: -3.22 -0.68 -1.19
H: -1.96 -1.35 -0.23
H: -0.47 0.45 -0.64
H: -1.67 1.35 -1.67
H: -1.02 -0.04 -3.44
H: -1.57 -1.42 -2.51
H: 0.70 -2.02 -2.77
H: 0.66 -1.34 -1.17
H: -4.35 -1.33 0.59
H: -4.74 -0.16 1.88
H: -6.12 0.99 0.54
H: -6.20 -0.48 -0.35
H: -4.09 1.11 -1.65
H: -5.70 0.66 -2.20
H: -4.03 3.06 -4.06
H: -5.35 1.92 -3.85
H: -5.73 3.62 -4.12
H: -3.06 2.21 -0.27
H: -3.61 2.93 2.84
C: 10.01 -3.75 -0.92
O: 9.39 -2.52 -0.53
C: 8.11 -2.42 -0.86
O: 7.45 -3.25 -1.43
O: 7.66 -1.24 -0.44
C: 6.28 -1.03 -0.73
H: 11.04 -3.71 -0.60
H: 9.52 -4.60 -0.43
H: 9.98 -3.87 -2.00
H: 5.66 -1.77 -0.23
H: 6.10 -1.04 -1.80
H: 6.01 -0.04 -0.35
C: 1.03 -5.06 0.84
O: 2.33 -4.50 0.71
C: 3.15 -5.19 -0.09
O: 2.87 -6.20 -0.68
O: 4.33 -4.56 -0.13
C: 5.32 -5.19 -0.95
H: 0.46 -4.42 1.51
H: 0.52 -5.10 -0.13
H: 1.08 -6.06 1.27
H: 4.99 -5.23 -1.99
H: 5.54 -6.19 -0.59
H: 6.22 -4.58 -0.89

These are the Mulliken partial charges, in e, on atoms 1 to 2: -1.1856, -0.2684



Density functional theory data (ωB97M-V/def2-TZVPD) for a cluster of 2 separate species, C4H9NO in total.

Properties
- largest force on an atom (eV/A) = 0.50
- SMILES string = CC(C)=N.C=O
- spin multiplicity = 1
- relative energy (zero: lowest compared OMol25 entry of this formula, charge and spin) (kJ/mol) = 175.8

Geometry (Å):
C: 1.30 -0.17 -0.48
C: -0.19 -0.43 -0.51
C: -0.70 -1.24 -1.67
N: -0.92 0.01 0.44
H: 1.62 0.30 -1.42
H: 1.85 -1.11 -0.39
H: 1.56 0.48 0.35
H: -1.80 -1.28 -1.68
H: -0.32 -2.27 -1.63
H: -0.36 -0.81 -2.62
H: -1.89 -0.26 0.29
C: -0.04 1.69 2.33
O: 1.14 1.55 2.54
H: -0.43 2.37 1.55
H: -0.81 1.18 2.93

These are the Mulliken partial charges, in e, on atoms 1 to 2: -0.9938, 0.7713



Density functional theory data (ωB97M-V/def2-TZVPD) for a structure of composition C5H6O2.

Properties
- largest force on an atom (eV/A) = 0.73
- spin multiplicity = 1
- relative energy (zero: lowest compared OMol25 entry of this formula, charge and spin) (kJ/mol) = 419.6

Geometry (Å):
C: 0.19 -1.27 -0.99
C: 0.44 -0.20 0.04
C: -0.32 0.23 1.81
C: -0.70 0.75 0.49
C: 0.23 1.83 -0.04
O: 0.24 3.01 -0.19
O: 1.23 0.94 -0.36
H: 1.12 -1.82 -1.18
H: -0.16 -0.84 -1.93
H: -0.56 -1.97 -0.61
H: 0.93 -0.63 0.96
H: -0.94 -0.68 1.93
H: -1.70 0.64 0.07

These are the Mulliken partial charges, in e, on atoms 1 to 2: -1.2316, 0.5788



Density functional theory data (ωB97M-V/def2-TZVPD) for the molecule C3H4N2O.

Properties
- largest force on an atom (eV/A) = 0.21
- SMILES string = Oc1c[nH]cn1
- spin multiplicity = 1
- relative energy (zero: lowest compared OMol25 entry of this formula, charge and spin) (kJ/mol) = 42.7

Geometry (Å):
O: -0.43 0.82 -2.06
C: -0.17 0.30 -0.84
C: -0.07 0.98 0.34
N: 0.20 0.00 1.28
C: 0.25 -1.18 0.62
N: 0.02 -1.04 -0.67
H: -0.42 0.07 -2.67
H: -0.16 2.03 0.60
H: 0.34 0.14 2.27
H: 0.44 -2.12 1.12

These are the Mulliken partial charges, in e, on atoms 1 to 2: -0.5143, 0.5999



Taking the records one at a time from the top gives E values of -18925.7411 -91846.9543 -7830.4981 -9372.7467 -8203.4427 eV.
Taking the records one at a time from the top gives Kohn-Sham gap values of 10.82 9.35 10.42 9.60 9.21 eV.
Taking the records one at a time from the top gives molar mass values of 158.30 679.20 87.12 98.10 84.08 g mol⁻¹.